{
  "formula": "C24H18F2",
  "method": "ωB97M-V/def2-TZVPD",
  "symbols": ["F", "C", "C", "C", "C", "C", "C", "C", "C", "C", "C", "C", "F", "C", "C", "C", "C", "H", "H", "H", "H", "H", "H", "H", "H", "H", "H", "H", "C", "C", "C", "C", "C", "C", "C", "C", "C", "H", "H", "H", "H", "H", "H", "H"],
  "coordinates": [[-2.6271, 4.1645, 1.3795], [-2.6360, 2.8096, 1.3965], [-3.8294, 2.1098, 1.3859], [-3.8297, 0.7295, 1.4105], [-2.6438, 0.0353, 1.4500], [-1.4157, 0.7161, 1.4616], [-0.1785, 0.0044, 1.4958], [1.0469, 0.6291, 1.4274], [2.2709, -0.0026, 1.4420], [3.5213, 0.6881, 1.4072], [3.5796, 2.0898, 1.3985], [4.7813, 2.7588, 1.3929], [4.7995, 4.1143, 1.3983], [5.9628, 2.0369, 1.3903], [5.9386, 0.6565, 1.3892], [4.7388, -0.0141, 1.3970], [-1.4488, 2.1192, 1.4311], [-4.7465, 2.6688, 1.3675], [-4.7656, 0.1974, 1.3967], [-2.6472, -1.0405, 1.4628], [-0.2053, -1.0683, 1.5687], [1.0454, 1.6959, 1.3283], [2.2819, -1.0762, 1.4825], [2.6825, 2.6778, 1.4031], [6.8914, 2.5782, 1.3949], [6.8659, 0.1083, 1.3858], [4.7253, -1.0892, 1.3929], [-0.5458, 2.6977, 1.4447], [0.0236, -2.7014, -2.8927], [0.5162, -1.4721, -2.4758], [-0.5337, -0.6678, -2.0603], [-1.7414, -1.4048, -2.2157], [-1.3921, -2.6825, -2.7383], [-2.3766, -3.6365, -2.9998], [-3.6948, -3.3076, -2.7382], [-4.0392, -2.0568, -2.2283], [-3.0788, -1.0941, -1.9614], [0.5971, -3.5303, -3.2712], [1.5536, -1.1785, -2.4762], [-0.4566, 0.3381, -1.6883], [-2.1042, -4.6005, -3.3950], [-4.4651, -4.0357, -2.9332], [-5.0777, -1.8372, -2.0401], [-3.3432, -0.1275, -1.5672]],
  "atomic_forces_ev_per_a": [[-0.077, -0.584, 0.000], [0.270, -0.567, 0.014], [-0.441, 0.750, -0.015], [0.033, 0.018, 0.017], [0.315, -0.199, -0.004], [-0.417, 0.126, 0.019], [-0.390, -0.287, -0.725], [1.142, -0.248, -0.040], [-1.066, 0.310, -0.003], [0.840, 0.333, -0.032], [-0.066, 0.416, -0.003], [-0.145, -0.553, 0.007], [0.050, -0.628, -0.015], [0.367, 0.787, 0.010], [-0.026, 0.067, -0.002], [-0.534, -0.059, -0.007], [0.062, 0.605, -0.002], [-0.305, 0.096, -0.024], [-0.156, -0.074, -0.001], [0.008, -0.252, -0.011], [-0.114, -0.316, 0.079], [0.032, 0.279, 0.028], [0.108, -0.389, 0.046], [-0.203, 0.204, 0.024], [0.276, 0.092, -0.013], [0.132, -0.060, -0.005], [-0.039, -0.283, 0.019], [0.218, 0.183, 0.013], [0.675, 0.215, 0.048], [0.793, -0.652, -0.301], [-0.230, 0.695, 0.788], [-0.852, -0.208, 0.055], [-0.852, -0.259, -0.018], [0.702, 0.589, 0.170], [-0.296, 0.096, 0.080], [-0.242, -0.248, -0.021], [0.751, -0.084, -0.035], [0.111, -0.069, -0.049], [0.087, -0.014, -0.015], [-0.001, 0.226, -0.041], [-0.016, -0.226, -0.090], [-0.181, -0.068, -0.023], [-0.179, 0.036, 0.028], [-0.145, 0.207, 0.053]],
  "orbital_gap_ev": 3.0
}

***

{
  "formula": "C24H18N2O2",
  "method": "ωB97M-V/def2-TZVPD",
  "symbols": ["C", "C", "C", "C", "C", "C", "C", "C", "C", "C", "C", "C", "C", "C", "C", "C", "C", "C", "C", "H", "H", "H", "H", "H", "H", "H", "H", "H", "H", "H", "H", "H", "C", "N", "C", "O", "N", "C", "O", "C", "C", "H", "H", "H", "H", "H"],
  "coordinates": [[-0.2948, -0.0678, 2.9637], [-1.7454, -0.1324, 2.9833], [-2.5213, 0.8710, 2.3812], [-3.8932, 0.8532, 2.4669], [-4.5325, -0.1648, 3.1500], [-3.7946, -1.1832, 3.7251], [-2.4226, -1.1725, 3.6418], [0.6168, -1.1796, 2.9608], [1.9418, -0.6875, 3.0171], [3.0215, -1.5615, 3.0372], [2.7770, -2.9217, 3.0152], [1.4760, -3.4135, 2.9365], [0.3968, -2.5600, 2.8899], [1.8742, 0.7611, 3.0746], [0.5075, 1.1267, 3.0507], [0.1528, 2.4735, 3.2023], [1.1472, 3.4171, 3.3421], [2.4912, 3.0496, 3.3354], [2.8641, 1.7269, 3.2063], [-2.0264, 1.6321, 1.8026], [-4.4714, 1.6373, 2.0040], [-5.6065, -0.1659, 3.2324], [-4.2964, -1.9872, 4.2394], [-1.8480, -1.9257, 4.1511], [4.0274, -1.1749, 3.0561], [3.6043, -3.6120, 3.0507], [1.3100, -4.4776, 2.8970], [-0.6016, -2.9379, 2.7639], [-0.8848, 2.7567, 3.2535], [0.8813, 4.4554, 3.4585], [3.2497, 3.8070, 3.4474], [3.9004, 1.4352, 3.2142], [-3.1800, 0.5964, -3.3444], [-1.9686, 0.0152, -2.7963], [-1.7596, 0.1480, -1.4171], [-2.6131, 0.7433, -0.7729], [-0.6550, -0.3678, -0.8187], [0.2547, -1.0069, -1.6004], [1.2743, -1.4921, -1.1129], [0.0472, -1.1380, -3.0155], [-1.0562, -0.6255, -3.5803], [-3.2240, 0.4781, -4.4248], [-4.0422, 0.1112, -2.8910], [-3.2064, 1.6559, -3.0953], [0.7902, -1.6482, -3.6020], [-1.2377, -0.7081, -4.6365]],
  "atomic_forces_ev_per_a": [[-1.081, -0.308, -0.046], [0.454, 0.144, -0.047], [0.498, 0.259, -0.126], [-0.160, 0.153, -0.023], [-0.017, 0.120, -0.113], [0.058, -0.267, 0.115], [0.351, -0.125, 0.080], [0.549, -0.696, 0.096], [0.295, -1.507, -0.044], [-0.534, 1.252, -0.040], [-0.532, -0.467, -0.029], [0.492, -0.252, 0.055], [-0.344, 0.816, -0.164], [0.009, 1.429, 0.073], [0.554, 1.003, -0.094], [-0.282, -0.912, 0.018], [0.486, 0.303, -0.022], [-0.566, 0.465, 0.000], [-0.388, -1.262, -0.150], [-0.033, 0.038, -0.223], [0.018, 0.026, -0.145], [-0.181, -0.021, -0.016], [-0.015, -0.073, 0.124], [0.041, -0.185, 0.105], [0.170, -0.012, 0.036], [0.094, -0.101, -0.049], [0.010, -0.124, -0.040], [-0.141, -0.168, -0.053], [-0.114, 0.121, -0.025], [-0.021, 0.112, 0.020], [0.092, 0.128, 0.008], [0.211, 0.010, 0.027], [0.071, 0.030, 0.318], [-0.267, 0.085, -0.611], [1.189, -0.575, 0.703], [-1.288, 0.840, 0.548], [-0.598, 0.203, -0.889], [0.147, 0.047, 0.985], [1.005, -0.467, 0.600], [-0.505, 0.097, -1.159], [0.599, -0.238, 0.571], [0.202, -0.123, -0.019], [-0.161, 0.112, -0.034], [-0.172, 0.032, -0.027], [0.106, -0.072, -0.055], [-0.303, 0.125, -0.235]],
  "orbital_gap_ev": 3.6
}

***

{
  "formula": "C24H18O4S",
  "method": "ωB97M-V/def2-TZVPD",
  "symbols": ["O", "O", "O", "O", "C", "C", "C", "C", "C", "C", "C", "C", "C", "C", "C", "C", "C", "C", "C", "C", "C", "C", "C", "C", "C", "C", "C", "C", "S", "H", "H", "H", "H", "H", "H", "H", "H", "H", "H", "H", "H", "H", "H", "H", "H", "H", "H"],
  "coordinates": [[-1.2259, 2.7301, 0.4463], [-0.9170, -2.1033, 3.1254], [-1.6034, 0.0264, 3.7870], [-1.5565, -0.3642, 1.1655], [-2.0353, 2.0554, -0.1111], [0.9155, -3.9480, -2.9383], [0.5568, -2.7032, -3.3817], [-0.8919, 0.0169, -3.6634], [-4.1594, 2.5437, -1.3872], [-1.3673, 1.3643, -3.7065], [-3.5193, 2.3560, -2.6369], [0.4887, -3.9325, -1.5350], [-1.7918, 1.2234, -1.2270], [2.9461, -0.1622, 4.0269], [2.9454, 1.0153, 2.0177], [1.6040, -0.5957, 3.8371], [1.6424, 0.5151, 1.7357], [3.6023, 0.5602, 3.1859], [0.9023, -0.2395, 2.7330], [-0.6337, -2.2007, -0.0246], [-1.0331, -0.8762, 0.0291], [-0.1527, -1.9448, -2.3575], [-0.8215, -0.7186, -2.3361], [-0.1095, -2.7246, -1.2234], [-1.2891, -0.0814, -1.1426], [-3.5134, 2.4571, -0.0436], [-2.0300, 1.9844, -2.5531], [5.1355, 0.8585, 3.3443], [-0.8055, -0.7151, 2.7545], [1.5113, -4.7124, -3.4759], [0.8531, -2.2881, -4.2975], [-0.3861, -0.3122, -4.5518], [-5.2625, 2.7914, -1.4380], [-1.2846, 1.9654, -4.5829], [-3.8604, 2.3083, -3.6552], [0.6547, -4.7339, -0.8076], [3.5728, -0.6230, 4.7714], [3.4965, 1.4925, 1.1841], [1.2644, -1.2998, 4.5481], [1.2351, 0.8115, 0.8157], [-0.6069, -2.7976, 0.8941], [-4.0740, 1.9086, 0.7440], [-3.4654, 3.4779, 0.3784], [-1.4463, 2.9232, -2.4461], [5.5010, 1.0372, 2.3508], [5.5161, -0.0531, 3.7610], [5.4984, 1.7074, 3.8871]],
  "atomic_forces_ev_per_a": [[1.514, 0.035, 1.031], [0.946, -0.225, -1.793], [2.261, 0.004, -3.622], [0.893, 0.580, 3.988], [-2.650, 1.935, 0.218], [-0.283, 1.373, 0.743], [0.014, -0.397, -0.620], [-1.131, 4.499, 1.599], [-0.742, -0.458, -4.437], [0.622, -5.094, 0.345], [0.140, -0.332, 4.269], [-0.047, -0.575, 0.983], [2.177, -3.907, -1.890], [-2.418, -3.461, 2.626], [-1.472, -1.763, -0.950], [1.652, -0.008, 0.795], [0.772, 0.680, 2.115], [3.313, 4.527, -3.619], [1.309, 1.567, -2.138], [-0.083, 1.499, 1.181], [-0.138, -2.708, 0.235], [-0.684, 2.351, -1.543], [1.423, -1.003, -4.345], [0.554, -2.573, 1.372], [-0.189, 2.164, -0.699], [0.002, 0.843, 1.111], [0.801, 0.224, 1.695], [-1.926, -0.730, -0.759], [-4.157, 0.581, 2.925], [-0.636, 0.683, 0.559], [0.112, 0.369, -1.298], [0.084, -0.607, 0.022], [1.398, -0.285, 0.253], [0.027, 0.114, -0.692], [-0.998, 0.456, 0.117], [-0.104, 0.259, -0.355], [-0.480, -0.158, 0.803], [-0.464, -0.068, 0.795], [-0.821, -0.413, 0.645], [-0.886, 0.169, -1.042], [-0.131, 0.344, -0.352], [0.175, -0.147, -0.821], [-0.116, -0.212, -0.118], [-0.342, 0.024, 0.254], [0.451, -0.345, -0.553], [0.787, -0.310, 0.144], [-0.524, 0.499, 0.825]],
  "smiles": "Cc1ccc(S(=O)(=O)Oc2cc3c(c4c2=C2C(=O)CC=C[C@@H]2C=C4)C=CC=3)cc1",
  "orbital_gap_ev": 5.9
}

***

{
  "formula": "C24H19BaN6OSe",
  "method": "ωB97M-V/def2-TZVPD",
  "symbols": ["Ba", "N", "C", "C", "C", "C", "C", "C", "C", "C", "C", "C", "C", "C", "N", "C", "C", "C", "C", "N", "H", "H", "H", "H", "H", "H", "H", "H", "H", "H", "C", "C", "N", "O", "H", "H", "H", "H", "H", "Se", "N", "C", "C", "C", "C", "C", "C", "N", "H", "H", "H", "H"],
  "coordinates": [[0.9652, -0.9705, 0.8160], [-2.2934, 5.7520, -7.1370], [-1.9987, 5.0536, -6.2744], [-1.6316, 4.1802, -5.1997], [-2.6009, 3.3931, -4.5825], [-2.2393, 2.5413, -3.5532], [-0.9185, 2.4793, -3.1259], [0.0443, 3.2754, -3.7385], [-0.3046, 4.1200, -4.7770], [-0.5265, 1.5553, -2.0164], [-0.2728, 2.1760, -0.7962], [-0.5148, 3.5571, -0.5264], [-0.1965, 3.7765, 0.7885], [0.2417, 2.5298, 1.2846], [0.2038, 1.5703, 0.3670], [-0.4915, 0.1955, -2.3738], [-0.7229, -0.3087, -3.6798], [-0.6420, -1.6840, -3.6040], [-0.3629, -1.9742, -2.2595], [-0.2673, -0.8684, -1.5113], [-3.6281, 3.4492, -4.9143], [-2.9873, 1.9208, -3.0772], [1.0713, 3.2285, -3.4003], [0.4410, 4.7342, -5.2622], [-0.8970, 4.2776, -1.2296], [-0.2635, 4.6964, 1.3439], [0.5807, 2.3249, 2.2938], [-0.9204, 0.2794, -4.5600], [-0.7785, -2.3936, -4.4028], [-0.2659, -2.9586, -1.8150], [2.4688, -5.5786, 1.0927], [2.2083, -4.5048, 0.0769], [2.3079, -4.8267, -1.2127], [1.9259, -3.3503, 0.4312], [2.5292, -6.5736, 0.6588], [1.6800, -5.5505, 1.8416], [3.4112, -5.3524, 1.5922], [2.5383, -5.7596, -1.5077], [2.1527, -4.1169, -1.9127], [2.5669, 0.1365, 4.0232], [0.9721, -0.6824, 3.5800], [0.3831, -0.9615, 4.7213], [-0.8974, -1.5910, 4.8404], [-1.3967, -1.8269, 6.0739], [-0.6836, -1.4675, 7.2717], [0.5245, -0.8695, 7.2159], [1.0968, -0.5955, 5.9312], [2.2588, -0.0168, 5.7624], [-1.4461, -1.8562, 3.9459], [-2.3651, -2.2966, 6.1802], [-1.1454, -1.6865, 8.2241], [1.0868, -0.5813, 8.0924]],
  "atomic_forces_ev_per_a": [[-0.250, 0.232, -0.487], [-0.006, 0.020, -0.022], [-0.053, 0.116, -0.139], [0.092, -0.129, 0.170], [0.022, 0.006, -0.002], [-0.035, -0.003, -0.037], [0.058, 0.003, 0.005], [-0.020, -0.001, 0.027], [-0.064, 0.000, -0.019], [-0.058, 0.099, -0.133], [0.034, 0.087, 0.091], [0.007, -0.001, -0.014], [0.021, 0.020, 0.051], [0.026, -0.040, 0.010], [0.060, -0.353, -0.068], [-0.025, -0.120, 0.004], [0.013, -0.046, 0.025], [-0.002, -0.002, -0.084], [-0.027, 0.131, 0.081], [0.115, -0.054, 0.225], [-0.010, 0.005, -0.004], [0.005, -0.008, 0.011], [0.006, -0.003, 0.004], [0.005, 0.006, -0.005], [-0.016, 0.013, -0.015], [-0.008, 0.030, -0.003], [0.002, -0.015, 0.004], [-0.001, 0.013, -0.019], [0.000, -0.019, -0.014], [0.017, -0.002, 0.029], [0.002, 0.032, -0.037], [0.082, -0.196, -0.018], [-0.027, 0.060, 0.029], [-0.018, 0.035, -0.022], [-0.006, 0.006, -0.013], [0.003, -0.013, 0.003], [-0.003, 0.003, 0.009], [-0.005, 0.015, 0.000], [0.007, -0.024, -0.012], [-0.808, -0.409, 0.276], [0.890, 0.518, 0.369], [-0.220, -0.116, 0.036], [-0.108, -0.061, -0.052], [0.016, 0.006, -0.059], [0.055, 0.028, -0.004], [-0.001, -0.001, 0.097], [-0.011, 0.003, -0.131], [0.286, 0.148, -0.235], [-0.012, -0.003, 0.029], [-0.014, -0.006, -0.028], [0.033, 0.017, 0.038], [-0.050, -0.024, 0.053]],
  "orbital_gap_ev": 5.8,
  "charge": 1
}

***

Number 1: total energy -30611.296 eV. Number 2: total energy -32253.539 eV. Number 3: total energy -44198.507 eV. Number 4: total energy -102220.315 eV.